# 1
Formula: C21H16BrHgO4P
Source: the OMol25 dataset
Level of theory: ωB97M-V/def2-TZVPD

Summary:
electronic energy = -113733.91147 eV

Structure (ORCA input):
```
! RIJCOSX wB97M-V def2-TZVPD def2/J DEFGRID3
* xyz -1 2
Hg 1.08 -0.32 1.13
O -2.87 -1.32 -2.17
C -2.33 -0.55 -1.39
O -1.49 -0.60 -0.49
C -2.94 0.98 -1.66
P -1.94 2.31 -1.02
C -0.26 2.10 -1.63
C -0.05 1.38 -2.82
C 1.22 1.21 -3.31
C 2.32 1.77 -2.65
C 2.11 2.51 -1.50
C 0.84 2.69 -1.00
C -1.95 2.27 0.79
C -1.36 3.31 1.51
C -1.38 3.32 2.90
C -2.02 2.29 3.59
C -2.64 1.27 2.88
C -2.61 1.26 1.49
H -3.93 1.02 -1.19
H -3.09 1.10 -2.73
H -0.88 0.91 -3.33
H 1.38 0.60 -4.19
H 3.32 1.56 -3.00
H 2.96 2.92 -0.96
H 0.71 3.27 -0.09
H -0.91 4.15 1.00
H -0.90 4.12 3.44
H -2.03 2.29 4.67
H -3.13 0.47 3.40
H -3.07 0.43 0.97
Br 2.77 -4.13 -6.45
C 2.17 -3.44 -4.77
C 0.89 -3.77 -4.34
C 0.45 -3.26 -3.12
C 1.29 -2.46 -2.35
C 2.57 -2.13 -2.80
C 3.00 -2.62 -4.03
C 3.48 -1.20 -1.99
O 4.42 -0.67 -2.64
O 3.17 -1.03 -0.79
H 0.25 -4.40 -4.94
H -0.55 -3.48 -2.77
H 0.95 -2.06 -1.41
H 3.99 -2.34 -4.39
*
```


# 2
Formula: C26H58N3O4
Source: the OMol25 dataset
Level of theory: ωB97M-V/def2-TZVPD

Summary:
electronic energy = -40562.04439 eV

Structure (ORCA input):
```
! RIJCOSX wB97M-V def2-TZVPD def2/J DEFGRID3
* xyz -1 1
C 1.18 -0.05 2.75
C 1.61 0.04 1.22
C 0.40 0.40 0.30
C -0.43 -0.86 -0.19
C -1.22 -0.37 -1.48
C -2.42 -1.30 -1.86
C -3.71 -0.37 -2.04
C -4.74 -0.59 -0.86
C -5.23 0.75 -0.20
C -4.04 1.46 0.60
C -4.38 1.73 2.11
C -4.34 3.29 2.37
C -2.87 3.86 2.44
C -2.59 5.05 1.40
C -1.29 4.86 0.55
C -1.55 4.09 -0.81
C -0.49 4.48 -1.90
N -0.81 4.02 -3.25
C 0.93 3.87 -1.54
O 1.49 3.13 -2.35
O 1.49 4.15 -0.42
H 1.09 -1.10 3.11
H 1.96 0.48 3.34
H 0.23 0.50 2.93
H 2.31 0.91 1.17
H 2.19 -0.85 0.89
H 0.84 0.83 -0.64
H -0.33 1.10 0.76
H -1.15 -1.16 0.62
H 0.25 -1.70 -0.46
H -0.45 -0.34 -2.29
H -1.52 0.68 -1.24
H -2.59 -2.15 -1.16
H -2.20 -1.70 -2.88
H -4.19 -0.67 -3.00
H -3.45 0.71 -2.14
H -4.23 -1.21 -0.09
H -5.61 -1.16 -1.28
H -5.59 1.48 -0.96
H -6.01 0.51 0.56
H -3.84 2.41 0.06
H -3.14 0.80 0.53
H -3.59 1.27 2.76
H -5.38 1.34 2.41
H -4.84 3.48 3.35
H -4.93 3.81 1.58
H -2.69 4.23 3.48
H -2.14 3.04 2.26
H -3.50 5.15 0.77
H -2.51 5.97 2.02
H -0.91 5.88 0.29
H -0.46 4.39 1.13
H -1.57 3.01 -0.57
H -2.57 4.39 -1.15
H -0.43 5.60 -1.92
H -0.89 3.01 -3.30
H -1.64 4.48 -3.62
C 5.73 0.70 4.20
C 5.28 -0.59 4.89
C 6.38 -1.66 4.97
O 6.62 -2.35 3.75
C 7.46 -1.67 2.84
N 4.08 -1.08 4.21
H 5.78 0.60 3.11
H 5.03 1.51 4.41
H 6.72 1.01 4.56
H 5.01 -0.32 5.91
H 6.04 -2.43 5.67
H 7.31 -1.26 5.37
H 8.24 -1.09 3.35
H 6.87 -1.01 2.19
H 7.94 -2.41 2.20
H 3.71 -1.88 4.73
H 4.37 -1.49 3.32
C 0.88 -3.54 -4.94
C 0.68 -4.20 -3.58
C 0.74 -5.74 -3.63
O -0.43 -6.36 -4.15
C -0.51 -6.39 -5.56
N -0.58 -3.73 -3.00
H -0.01 -3.60 -5.57
H 1.10 -2.48 -4.82
H 1.71 -3.99 -5.49
H 1.50 -3.87 -2.94
H 0.83 -6.11 -2.61
H 1.63 -6.09 -4.17
H 0.48 -6.52 -6.02
H -0.99 -5.49 -5.94
H -1.13 -7.24 -5.85
H -0.66 -4.09 -2.05
H -1.34 -4.19 -3.50
*
```


# 3
Formula: C37H24Cl5F3NO4OsP2STe
Source: the OMol25 dataset
Level of theory: ωB97M-V/def2-TZVPD

Summary:
energy above the lowest of the compared OMol25 structures with the same formula, charge and spin = 0.474 eV

Structure (ORCA input):
```
! RIJCOSX wB97M-V def2-TZVPD def2/J DEFGRID3
* xyz 1 5
Os -0.86 1.03 -0.83
Te 1.51 -2.85 1.52
C 2.27 -1.98 3.29
C 3.54 -1.42 3.25
C 4.04 -0.84 4.42
N 3.36 -0.80 5.56
C 2.15 -1.36 5.58
C 1.56 -1.97 4.48
C 0.60 -1.26 0.70
P -0.19 0.18 1.36
C -0.89 -0.11 2.99
C -0.71 0.81 4.02
C -1.25 0.56 5.27
C -1.97 -0.60 5.49
C -2.16 -1.52 4.47
C -1.62 -1.28 3.22
C 0.97 1.56 1.48
C 2.36 1.40 1.47
C 3.18 2.51 1.48
C 2.63 3.79 1.50
C 1.25 3.96 1.50
C 0.42 2.85 1.49
P 0.26 -0.99 -1.02
C -0.78 -2.26 -1.74
C -1.00 -2.22 -3.12
C -1.89 -3.11 -3.69
C -2.56 -4.04 -2.90
C -2.35 -4.07 -1.53
C -1.47 -3.18 -0.94
C 1.79 -0.93 -1.95
C 2.53 0.25 -1.96
C 3.74 0.31 -2.65
C 4.21 -0.82 -3.32
C 3.47 -2.00 -3.31
C 2.27 -2.06 -2.63
H 4.14 -1.43 2.35
H 5.03 -0.40 4.42
H 1.63 -1.32 6.53
H 0.58 -2.40 4.57
H -0.13 1.71 3.85
H -1.10 1.27 6.07
H -2.40 -0.79 6.47
H -2.72 -2.43 4.64
H -1.76 -2.00 2.42
H 2.78 0.40 1.44
H 4.25 2.39 1.49
H 3.28 4.66 1.50
H 0.82 4.95 1.51
H -0.66 2.98 1.52
H -0.49 -1.49 -3.73
H -2.06 -3.08 -4.76
H -3.25 -4.73 -3.36
H -2.88 -4.78 -0.92
H -1.33 -3.18 0.13
H 2.16 1.13 -1.46
H 4.30 1.23 -2.67
H 5.14 -0.77 -3.86
H 3.84 -2.87 -3.83
H 1.69 -2.97 -2.63
Cl -2.69 4.49 -7.00
C -1.97 3.61 -5.72
C -2.31 3.90 -4.40
Cl -3.43 5.15 -4.03
C -1.73 3.17 -3.37
Cl -2.12 3.48 -1.72
C -0.81 2.16 -3.62
O -0.22 1.49 -2.63
C -0.48 1.87 -4.94
Cl 0.67 0.62 -5.24
C -1.06 2.59 -5.99
Cl -0.64 2.22 -7.61
F -4.84 -0.01 1.86
C -4.41 -0.45 0.69
F -5.38 -1.07 0.06
F -3.41 -1.33 0.90
S -3.77 0.94 -0.34
O -3.02 0.23 -1.39
O -4.91 1.68 -0.73
O -2.78 1.63 0.52
*
```


# 4
Formula: C2F3NO
Source: the OMol25 dataset
Level of theory: ωB97M-V/def2-TZVPD

Summary:
energy above the lowest of the compared OMol25 structures with the same formula, charge and spin = 5.315 eV

Structure (ORCA input):
```
! RIJCOSX wB97M-V def2-TZVPD def2/J DEFGRID3
* xyz 0 1
C 1.45 0.08 -0.14
C -1.43 0.07 -0.01
N -0.49 0.88 0.03
O -2.56 0.37 0.21
F 2.35 1.00 -0.18
F 1.82 -1.09 0.28
F -1.13 -1.30 -0.19
*
```


# 5
Formula: C39H44CrN4O2PS2
Source: the OMol25 dataset
Level of theory: ωB97M-V/def2-TZVPD

Summary:
electronic energy = -110593.66961 eV

Structure (ORCA input):
```
! RIJCOSX wB97M-V def2-TZVPD def2/J DEFGRID3
* xyz 0 2
Cr -0.26 -0.02 -0.23
O -5.72 0.16 -0.16
C -5.46 -1.15 -0.07
C -6.55 -2.03 -0.01
C -6.35 -3.39 0.06
C -5.06 -3.91 0.12
C -3.98 -3.06 0.08
C -4.15 -1.68 -0.04
C -2.96 -0.83 -0.13
O -1.79 -1.32 0.00
N -3.12 0.46 -0.36
N -1.93 1.12 -0.47
C -2.06 2.39 -0.65
S -3.66 3.14 -0.63
C -2.97 4.84 -0.51
C -1.75 4.87 -1.39
S -0.70 3.45 -0.89
H -4.88 0.63 -0.32
H -7.54 -1.61 -0.03
H -7.20 -4.05 0.08
H -4.92 -4.98 0.20
H -2.97 -3.44 0.13
H -2.72 5.04 0.53
H -3.74 5.54 -0.85
H -1.15 5.78 -1.26
H -2.01 4.75 -2.44
C -1.02 -0.68 4.79
C -0.95 -0.96 3.29
C -0.26 -2.30 3.02
P -0.11 0.32 2.19
C -0.24 1.97 3.06
C -1.67 2.51 2.96
C 0.74 2.92 2.38
C 1.65 -0.06 2.37
C 2.34 -0.04 3.57
C 3.68 -0.40 3.65
C 4.40 -0.41 4.96
C 4.31 -0.79 2.47
C 3.65 -0.79 1.26
C 2.30 -0.41 1.17
N 1.59 -0.39 -0.01
C 2.32 -0.56 -1.21
C 2.31 -1.79 -1.87
C 1.62 -2.97 -1.24
C 2.93 -1.90 -3.10
C 3.58 -0.82 -3.69
C 4.25 -0.95 -5.02
C 3.63 0.38 -2.99
C 3.00 0.53 -1.76
C 3.01 1.84 -1.04
H -1.60 -1.46 5.27
H -1.50 0.27 5.00
H -0.03 -0.68 5.24
H -1.97 -1.03 2.90
H 0.76 -2.30 3.41
H -0.22 -2.51 1.95
H -0.80 -3.11 3.51
H 0.05 1.85 4.11
H -1.92 2.72 1.92
H -1.77 3.43 3.53
H -2.40 1.79 3.34
H 0.59 2.91 1.30
H 1.77 2.62 2.58
H 0.60 3.94 2.73
H 1.84 0.28 4.47
H 3.81 0.10 5.73
H 5.37 0.08 4.89
H 4.57 -1.44 5.30
H 5.34 -1.11 2.51
H 4.17 -1.09 0.36
H 2.16 -3.28 -0.34
H 1.58 -3.81 -1.92
H 0.60 -2.70 -0.94
H 2.89 -2.84 -3.63
H 3.74 -1.69 -5.63
H 5.28 -1.27 -4.90
H 4.25 -0.01 -5.55
H 4.14 1.23 -3.42
H 3.44 2.62 -1.67
H 3.59 1.78 -0.12
H 1.99 2.13 -0.76
N 0.15 -0.47 -7.63
C 0.04 -0.40 -6.49
C -0.09 -0.28 -5.09
C 0.41 0.85 -4.45
C 0.30 0.96 -3.08
C -0.25 -0.04 -2.28
C -0.79 -1.14 -2.96
C -0.71 -1.27 -4.33
H 0.88 1.64 -5.02
H 0.69 1.85 -2.61
H -1.28 -1.93 -2.40
H -1.12 -2.14 -4.82
*
```


# 6
Formula: C12H24ClHfO12
Source: the OMol25 dataset
Level of theory: ωB97M-V/def2-TZVPD

Summary:
energy above the lowest of the compared OMol25 structures with the same formula, charge and spin = 5.919 eV

Structure (ORCA input):
```
! RIJCOSX wB97M-V def2-TZVPD def2/J DEFGRID3
* xyz 3 1
Hf -0.09 0.42 0.30
Cl -0.23 -1.90 -1.29
C 4.67 0.54 0.93
O 4.50 -0.40 -0.14
C 3.33 -0.61 -0.71
O 2.24 -0.11 -0.37
O 3.48 -1.41 -1.81
C 4.80 -1.69 -2.37
H 5.67 0.78 1.29
H 4.17 0.21 1.85
H 4.31 1.51 0.58
H 5.43 -0.90 -2.78
H 4.75 -2.38 -3.21
H 5.40 -2.22 -1.63
C -4.77 -1.45 -0.07
O -3.91 -2.36 0.58
C -2.65 -1.94 1.16
O -2.01 -0.89 1.00
O -2.18 -3.00 1.93
C -2.66 -4.30 1.95
H -5.75 -1.91 -0.06
H -4.36 -1.35 -1.08
H -4.81 -0.38 0.14
H -2.13 -4.82 2.74
H -2.58 -4.82 0.99
H -3.71 -4.26 2.23
C -0.51 3.11 4.24
O -1.81 2.49 4.14
C -2.07 1.68 3.11
O -1.34 1.55 2.07
O -3.35 1.11 3.33
C -3.96 1.02 4.60
H 0.24 2.39 3.92
H -0.28 3.44 5.25
H -0.32 4.02 3.66
H -3.60 1.81 5.26
H -3.64 0.12 5.11
H -5.05 1.08 4.50
C 1.84 3.16 -4.84
O 1.15 2.77 -3.71
C 0.91 1.52 -3.32
O 0.70 1.20 -2.10
O 0.79 0.74 -4.43
C 0.80 -0.62 -4.40
H 1.09 3.31 -5.62
H 2.67 2.60 -5.27
H 2.19 4.16 -4.59
H 1.62 -0.89 -3.73
H 1.05 -1.02 -5.37
H -0.07 -1.12 -3.96
*
```


# 7
Formula: C34H35F4IN6O2S2Ti
Source: the OMol25 dataset
Level of theory: ωB97M-V/def2-TZVPD

Summary:
energy above the lowest of the compared OMol25 structures with the same formula, charge and spin = 0.584 eV

Structure (ORCA input):
```
! RIJCOSX wB97M-V def2-TZVPD def2/J DEFGRID3
* xyz 2 1
Ti 0.14 -0.61 0.01
C 3.82 1.16 2.01
C 2.53 1.90 2.24
N 2.57 3.01 2.97
C 1.44 3.66 3.26
C 0.18 3.19 2.93
C -1.05 3.93 3.41
O -1.94 3.07 4.12
C 0.12 2.04 2.15
C -1.16 1.37 1.92
N -1.37 0.23 1.34
C -2.78 -0.14 1.30
C -3.68 0.83 0.87
C -5.04 0.59 0.81
C -5.52 -0.66 1.18
C -4.64 -1.65 1.59
C -3.28 -1.39 1.65
I -2.08 -2.98 2.27
C 1.31 1.46 1.73
O 1.24 0.44 0.83
H 4.37 1.13 2.94
H 4.44 1.68 1.28
H 3.65 0.14 1.65
H 1.55 4.57 3.84
H -1.59 4.34 2.55
H -0.74 4.78 4.02
H -1.95 3.30 5.05
H -2.02 1.85 2.37
H -3.30 1.80 0.54
H -5.71 1.37 0.48
H -6.59 -0.87 1.14
H -5.02 -2.62 1.87
C 2.46 -0.16 -4.19
C 1.58 0.84 -3.46
N 1.72 0.87 -1.99
C 3.14 1.02 -1.58
C 3.84 -0.30 -1.32
C 0.92 2.02 -1.53
C -0.58 1.75 -1.69
N -0.91 0.36 -1.31
C -2.14 -0.17 -1.74
C -2.39 -1.49 -1.39
F -1.42 -2.06 -0.60
C -3.49 -2.23 -1.74
F -3.58 -3.49 -1.34
C -4.48 -1.63 -2.49
C -4.30 -0.30 -2.82
F -5.25 0.34 -3.49
C -3.18 0.43 -2.45
F -3.16 1.73 -2.75
H 2.15 -0.21 -5.23
H 2.40 -1.16 -3.76
H 3.51 0.14 -4.18
H 0.53 0.65 -3.70
H 1.81 1.85 -3.85
H 3.17 1.64 -0.69
H 3.68 1.58 -2.36
H 3.29 -0.89 -0.59
H 4.84 -0.12 -0.92
H 3.95 -0.90 -2.23
H 1.15 2.92 -2.11
H 1.16 2.25 -0.50
H -0.87 1.92 -2.72
H -1.14 2.45 -1.08
H -5.36 -2.17 -2.80
C 0.66 -0.94 3.97
C 1.47 -1.77 3.02
N 1.25 -1.92 1.74
C 2.22 -2.71 1.15
C 3.17 -3.18 1.99
S 2.85 -2.62 3.56
C 2.09 -2.98 -0.28
C 2.72 -3.94 -0.99
S 2.12 -3.97 -2.58
C 1.04 -2.71 -2.25
N 1.16 -2.25 -1.01
C 0.05 -2.27 -3.27
H -0.10 -0.38 3.44
H 1.30 -0.25 4.52
H 0.16 -1.57 4.71
H 4.02 -3.81 1.77
H 3.47 -4.64 -0.65
H 0.48 -2.31 -4.27
H -0.28 -1.25 -3.07
H -0.81 -2.93 -3.25
*
```